Entry from the Open Molecules 2025 dataset: a cluster of 9 separate species, C22H60NO24S7 in total (wB97M-V/def2-TZVPD).

Geometry (Å):
N: -0.0483 0.3185 0.4612
H: 0.0340 0.5865 -0.5169
H: -0.9922 0.2052 0.7936
H: 0.3995 1.0439 1.0581
H: 0.4673 -0.5328 0.6716
C: 1.3767 1.3040 2.9354
O: 0.6506 2.1861 2.2998
O: 1.9017 0.3101 2.2814
O: 1.5162 1.3937 4.2080
O: 4.7392 -2.3577 2.2258
S: 4.5482 -2.7066 0.8410
O: 5.5448 -3.4380 0.0985
O: 3.2203 -3.6159 0.7336
C: 2.0138 -3.1894 1.3958
C: 0.8077 -3.5288 0.5367
C: 4.0861 -1.2235 -0.0623
H: 2.1379 -2.1224 1.6058
H: 1.9740 -3.8020 2.2953
H: 0.8097 -3.0914 -0.4633
H: -0.0973 -3.2006 1.0459
H: 0.7587 -4.6134 0.4107
H: 3.0049 -1.1489 -0.0938
H: 4.5306 -1.3400 -1.0494
H: 4.5320 -0.3722 0.4463
O: -3.2646 0.0609 4.4887
S: -2.7213 0.8945 3.4415
O: -2.0168 0.3125 2.3356
O: -3.9964 1.7551 2.7997
C: -5.1582 1.0615 2.3687
C: -4.9359 0.5679 0.9553
C: -1.8733 2.3341 4.1259
H: -5.9810 1.7769 2.3916
H: -5.3725 0.2455 3.0637
H: -5.6879 -0.0782 0.4886
H: -3.9720 0.0789 0.8193
H: -4.9581 1.3458 0.1815
H: -1.7098 2.9748 3.2624
H: -0.8744 2.0818 4.4898
H: -2.5601 2.7247 4.8699
O: 0.6903 7.5442 0.4073
S: 0.0996 6.5036 1.2258
O: -0.7306 6.8375 2.3520
O: -0.6498 5.4173 0.2780
C: -1.3383 4.3404 0.9013
C: -2.8291 4.3667 0.5652
C: 1.4653 5.4256 1.6916
H: -1.2268 4.3480 1.9870
H: -0.9193 3.3627 0.6499
H: -3.3486 3.6627 1.2164
H: -2.9887 4.0377 -0.4650
H: -3.2575 5.3630 0.6691
H: 1.7653 5.0284 0.7280
H: 1.1529 4.6741 2.4203
H: 2.2287 6.0508 2.1512
O: -1.7309 -1.9504 -0.4437
S: -2.4724 -2.8276 -1.3225
O: -3.4158 -3.7182 -0.6774
O: -3.1943 -1.8823 -2.4138
C: -2.5068 -0.7424 -2.9472
C: -2.4475 -0.8605 -4.4611
C: -1.3445 -3.7834 -2.4193
H: -1.5620 -0.6554 -2.4060
H: -3.0764 0.1401 -2.6569
H: -3.4818 -1.0466 -4.7715
H: -1.9613 -1.7643 -4.8319
H: -2.0930 -0.0002 -5.0229
H: -0.8504 -3.1543 -3.1569
H: -1.9745 -4.5296 -2.8971
H: -0.6030 -4.2236 -1.7564
O: 2.3141 -2.5405 4.5901
S: 0.9261 -2.5954 4.9690
O: 0.0600 -3.6720 4.5124
O: 0.7829 -2.4685 6.5892
C: 1.9107 -2.8999 7.3648
C: 2.2684 -4.3549 7.1099
C: 0.1010 -1.0808 4.5153
H: 1.6126 -2.8411 8.4147
H: 2.7730 -2.2339 7.3391
H: 1.4608 -5.0695 7.2701
H: 3.0045 -4.6772 7.8534
H: 2.6932 -4.4774 6.1153
H: 0.0995 -0.9194 3.4378
H: 0.5018 -0.1881 4.9924
H: -0.9437 -1.2837 4.7582
O: 0.6850 -1.5607 -4.2556
S: 1.7077 -1.1343 -3.3291
O: 1.3179 -1.0209 -1.9364
O: 3.0122 -2.1269 -3.3973
C: 3.1196 -3.0786 -4.4696
C: 2.2022 -4.2405 -4.3282
C: 2.5694 0.3790 -3.8775
H: 4.1645 -3.3846 -4.5225
H: 2.9643 -2.5334 -5.4090
H: 1.1313 -4.0455 -4.2970
H: 2.4439 -4.8180 -3.4352
H: 2.3076 -4.8299 -5.2448
H: 2.4500 0.5740 -4.9406
H: 3.6140 0.1878 -3.6495
H: 2.1513 1.2161 -3.3264
O: -2.1767 2.4942 -3.2501
S: -0.7514 2.4227 -2.9953
O: -0.2284 1.5692 -1.9638
O: -0.0082 2.0777 -4.4042
C: -0.6693 2.5071 -5.6132
C: -0.0240 1.7368 -6.7399
C: -0.1205 4.0858 -2.7174
H: -0.4032 3.5619 -5.7008
H: -1.7354 2.3068 -5.6877
H: -0.1073 0.6590 -6.5678
H: 1.0632 1.8394 -6.7887
H: -0.4589 1.9701 -7.7100
H: 0.9624 4.1912 -2.7552
H: -0.5586 4.4328 -1.7848
H: -0.4221 4.6989 -3.5686

Computed properties:
E_tot, hartree: -5522.02488
Net charge: -1
Multiplicity: 1
HOMO energy, eV: -3.424
LUMO energy, eV: 1.2748
Molar mass, g/mol: 947.17
Frontier orbital gap, eV: 4.70